# 1
This record from OMol25 describes a 2-piece molecular cluster, C2H2Cl2P2 overall. The level of theory is wB97M-V/def2-TZVPD.

Values from the calculation:
energy	-45725.8891	eV
spin multiplicity	1
SMILES	[H]/P=C(\Cl)C#P.Cl

Cartesian coordinates (Å):
C  -0.368  1.352  -0.147
C  0.776  0.602  -0.033
P  -1.491  2.422  0.068
P  1.079  -0.321  1.315
Cl  -2.165  -1.420  -0.661
Cl  1.835  0.748  -1.397
H  -1.802  -2.309  0.094
H  2.137  -1.075  0.760

Cartesian forces (eV/Å) of the 6 atoms listed first:
-2.161 2.745 0.956
1.010 -0.725 -0.718
0.898 -1.241 -0.523
-0.221 -0.685 0.633
-0.702 1.457 -1.343
0.228 -0.193 -0.355

---

# 2
This record from OMol25 describes a 6-piece molecular cluster, C24H24N6O6 overall. The level of theory is wB97M-V/def2-TZVPD.

Values from the calculation:
energy	-46491.9157	eV
spin multiplicity	1
SMILES	O=[N+]([O-])c1ccccc1.O=[N+]([O-])c1ccccc1.O=[N+]([O-])c1ccccc1.CC#N.CC#N.CC#N

Cartesian coordinates (Å):
C  4.059  -2.907  0.439
C  3.758  -1.680  1.019
N  3.610  -0.674  1.471
H  5.110  -3.195  0.470
H  3.732  -3.007  -0.596
H  3.370  -3.549  0.988
C  0.774  1.818  1.337
C  -0.658  1.548  1.107
N  -1.782  1.338  0.984
H  1.502  1.192  0.821
H  1.011  1.669  2.391
H  1.125  2.810  1.055
C  1.025  1.621  5.489
C  0.799  2.962  4.896
N  0.581  3.961  4.387
H  0.715  0.897  4.736
H  0.320  1.514  6.313
H  2.077  1.453  5.723
C  0.600  1.737  -2.838
C  1.640  2.434  -3.531
C  2.965  1.972  -3.454
C  3.265  0.826  -2.711
C  2.206  0.218  -2.043
C  0.940  0.651  -2.029
N  4.647  0.204  -2.650
O  4.791  -0.791  -1.939
O  5.525  0.786  -3.255
H  -0.341  2.267  -2.826
H  1.459  3.355  -4.066
H  3.759  2.452  -4.008
H  2.540  -0.537  -1.346
H  0.180  0.135  -1.461
C  -2.861  2.823  -3.400
C  -2.793  1.743  -4.349
C  -3.189  0.439  -4.038
C  -3.598  0.108  -2.809
C  -3.654  1.159  -1.832
C  -3.206  2.428  -2.100
N  -3.877  -1.294  -2.526
O  -4.393  -2.044  -3.379
O  -3.613  -1.691  -1.438
H  -2.385  3.771  -3.598
H  -2.332  1.963  -5.300
H  -3.025  -0.293  -4.814
H  -3.989  0.880  -0.844
H  -3.236  3.220  -1.367
C  -1.046  -1.827  0.917
C  -0.088  -2.756  1.487
C  -0.369  -3.349  2.690
C  -1.526  -3.017  3.420
C  -2.455  -2.160  2.784
C  -2.306  -1.627  1.510
N  -1.718  -3.460  4.865
O  -2.726  -3.055  5.468
O  -0.834  -4.106  5.333
H  -0.884  -1.488  -0.095
H  0.803  -3.083  0.973
H  0.438  -3.879  3.175
H  -3.331  -1.830  3.324
H  -3.110  -1.054  1.071

Cartesian forces (eV/Å) of the 6 atoms listed first:
-0.608 -2.404 -0.927
1.212 -1.584 -1.668
-1.089 4.550 2.180
-0.196 0.018 0.411
0.049 0.460 -0.085
0.572 -0.972 0.050

---

# 3
This record from OMol25 describes a 2-piece molecular cluster, C4H9NO2 overall. The level of theory is wB97M-V/def2-TZVPD.

Values from the calculation:
energy	-9878.6113	eV
spin multiplicity	1
SMILES	C=C(C)O.NC=O

Cartesian coordinates (Å):
C  -1.827  0.795  -1.929
C  -1.325  -0.153  -1.150
O  -1.842  -0.327  0.109
C  -0.221  -1.090  -1.520
H  -1.451  0.938  -2.930
H  -2.622  1.431  -1.567
H  -1.298  -0.970  0.573
H  -0.079  -1.112  -2.597
H  0.719  -0.820  -1.039
H  -0.494  -2.101  -1.198
C  2.053  0.726  1.656
N  1.441  0.333  2.796
O  1.552  0.667  0.555
H  3.071  1.118  1.804
H  0.468  0.077  2.741
H  1.856  0.489  3.696

Cartesian forces (eV/Å) of the 6 atoms listed first:
-0.076 -0.033 0.006
0.084 0.126 -0.055
0.063 -0.010 0.109
-0.142 -0.268 -0.013
0.008 -0.016 0.007
-0.005 0.044 -0.022

---

# 4
This record from OMol25 describes C19H26N4O3 in the gas phase. The level of theory is wB97M-V/def2-TZVPD.

Values from the calculation:
energy	-32228.4193	eV
spin multiplicity	1
SMILES	CO[C@]1(C(=O)NC[C@H](C)C(C)C)CCN(C(=O)c2cncc(C#N)c2)C1

Cartesian coordinates (Å):
C  -1.760  2.686  0.720
O  -1.782  1.414  0.097
C  -1.399  0.297  0.888
C  -1.389  -0.939  -0.027
O  -1.068  -2.021  0.439
N  -1.761  -0.730  -1.297
C  -1.668  -1.743  -2.342
C  -0.307  -2.443  -2.451
C  0.814  -1.412  -2.552
C  -0.310  -3.409  -3.651
C  -1.426  -4.451  -3.556
C  1.033  -4.125  -3.791
C  -2.331  0.069  2.094
C  -1.604  0.629  3.326
N  -0.290  1.052  2.835
C  0.313  2.131  3.390
O  -0.177  2.760  4.314
C  1.647  2.549  2.837
C  2.661  1.654  2.516
N  3.868  2.024  2.094
C  4.106  3.321  1.966
C  3.162  4.300  2.279
C  3.491  5.691  2.128
N  3.757  6.800  1.999
C  1.914  3.905  2.740
C  -0.014  0.465  1.528
H  -2.240  3.375  0.028
H  -2.310  2.693  1.664
H  -0.739  3.033  0.901
H  -1.962  0.224  -1.545
H  -2.448  -2.485  -2.170
H  -1.894  -1.239  -3.285
H  -0.161  -3.033  -1.544
H  0.753  -0.861  -3.496
H  0.758  -0.686  -1.740
H  1.796  -1.878  -2.499
H  -0.472  -2.812  -4.559
H  -1.371  -4.985  -2.603
H  -2.422  -4.016  -3.640
H  -1.326  -5.186  -4.356
H  1.278  -4.660  -2.869
H  0.991  -4.857  -4.598
H  1.850  -3.440  -4.011
H  -3.283  0.566  1.912
H  -2.517  -0.997  2.203
H  -2.101  1.486  3.777
H  -1.484  -0.129  4.102
H  2.504  0.587  2.624
H  5.088  3.609  1.609
H  1.163  4.628  3.029
H  0.448  -0.519  1.624
H  0.621  1.107  0.921

Cartesian forces (eV/Å) of the 6 atoms listed first:
0.001 -0.016 0.004
0.016 0.006 0.018
-0.016 0.000 -0.013
-0.197 -0.040 0.073
0.020 -0.017 -0.010
0.227 0.117 -0.129

---

What did the second record say?
This record from OMol25 describes a 6-piece molecular cluster, C24H24N6O6 overall. The level of theory is wB97M-V/def2-TZVPD.

Values from the calculation:
energy	-46491.9157	eV
spin multiplicity	1
SMILES	O=[N+]([O-])c1ccccc1.O=[N+]([O-])c1ccccc1.O=[N+]([O-])c1ccccc1.CC#N.CC#N.CC#N

Cartesian coordinates (Å):
C  4.059  -2.907  0.439
C  3.758  -1.680  1.019
N  3.610  -0.674  1.471
H  5.110  -3.195  0.470
H  3.732  -3.007  -0.596
H  3.370  -3.549  0.988
C  0.774  1.818  1.337
C  -0.658  1.548  1.107
N  -1.782  1.338  0.984
H  1.502  1.192  0.821
H  1.011  1.669  2.391
H  1.125  2.810  1.055
C  1.025  1.621  5.489
C  0.799  2.962  4.896
N  0.581  3.961  4.387
H  0.715  0.897  4.736
H  0.320  1.514  6.313
H  2.077  1.453  5.723
C  0.600  1.737  -2.838
C  1.640  2.434  -3.531
C  2.965  1.972  -3.454
C  3.265  0.826  -2.711
C  2.206  0.218  -2.043
C  0.940  0.651  -2.029
N  4.647  0.204  -2.650
O  4.791  -0.791  -1.939
O  5.525  0.786  -3.255
H  -0.341  2.267  -2.826
H  1.459  3.355  -4.066
H  3.759  2.452  -4.008
H  2.540  -0.537  -1.346
H  0.180  0.135  -1.461
C  -2.861  2.823  -3.400
C  -2.793  1.743  -4.349
C  -3.189  0.439  -4.038
C  -3.598  0.108  -2.809
C  -3.654  1.159  -1.832
C  -3.206  2.428  -2.100
N  -3.877  -1.294  -2.526
O  -4.393  -2.044  -3.379
O  -3.613  -1.691  -1.438
H  -2.385  3.771  -3.598
H  -2.332  1.963  -5.300
H  -3.025  -0.293  -4.814
H  -3.989  0.880  -0.844
H  -3.236  3.220  -1.367
C  -1.046  -1.827  0.917
C  -0.088  -2.756  1.487
C  -0.369  -3.349  2.690
C  -1.526  -3.017  3.420
C  -2.455  -2.160  2.784
C  -2.306  -1.627  1.510
N  -1.718  -3.460  4.865
O  -2.726  -3.055  5.468
O  -0.834  -4.106  5.333
H  -0.884  -1.488  -0.095
H  0.803  -3.083  0.973
H  0.438  -3.879  3.175
H  -3.331  -1.830  3.324
H  -3.110  -1.054  1.071

Cartesian forces (eV/Å) of the 6 atoms listed first:
-0.608 -2.404 -0.927
1.212 -1.584 -1.668
-1.089 4.550 2.180
-0.196 0.018 0.411
0.049 0.460 -0.085
0.572 -0.972 0.050

---

Question: Look up the spin multiplicity of the first one.
Answer: 1

---

Question: Among the records above, which one has the lowest energy?
Answer: C24H24N6O6